The following is a DFT calculation (the ωB97M-V functional and the def2-TZVPD basis) of a 7-piece molecular cluster, C28H38N4O9 overall at a distorted geometry.

Summary:
Structure (SMILES) = C[C@H]1COC(=O)O1.C[C@H]1COC(=O)O1.C[C@H]1COC(=O)O1.c1cc[nH]c1.c1cc[nH]c1.c1cc[nH]c1.c1cc[nH]c1
E_tot = -1985.90359 hartree
HOMO = -8.623 eV
Energy above the lowest of the compared OMol25 structures with the same formula, charge and spin = 13.22 kcal/mol
F_max = 2.1 eV/A

Each line ends with the Mulliken charge.
Geometry (Å):
C1 1.47 2.03 2.57  -1.15
C2 2.55 2.22 1.52  0.30
C3 2.42 1.16 0.41  1.25
O1 2.21 1.92 -0.76  -0.30
C4 2.27 3.26 -0.46  0.58
O2 2.22 4.10 -1.29  -0.55
O3 2.35 3.46 0.86  -0.38
H1 1.55 1.10 3.15  0.45
H2 0.48 2.03 2.13  0.03
H3 1.53 2.86 3.28  0.47
H4 3.57 2.21 1.90  0.26
H5 1.55 0.53 0.62  -0.72
H6 3.32 0.54 0.38  -0.22
C5 -4.26 -0.09 -2.71  -1.17
C6 -4.39 -1.59 -2.44  0.56
C7 -4.97 -1.90 -1.05  -0.31
O4 -6.01 -2.86 -1.34  -0.39
C8 -6.20 -2.92 -2.68  0.56
O5 -7.02 -3.61 -3.18  -0.53
O6 -5.35 -2.14 -3.33  -0.38
H7 -3.79 -0.03 -3.69  0.34
H8 -3.65 0.38 -1.93  0.18
H9 -5.22 0.39 -2.57  0.38
H10 -3.45 -2.14 -2.50  0.25
H11 -5.39 -1.05 -0.51  0.29
H12 -4.21 -2.39 -0.45  0.25
C9 2.47 -1.53 -2.50  -0.93
C10 3.09 -2.86 -2.89  0.46
C11 2.92 -3.23 -4.38  -0.39
O7 4.20 -3.79 -4.73  -0.36
C12 5.09 -3.47 -3.74  0.59
O8 6.26 -3.70 -3.82  -0.55
O9 4.51 -2.78 -2.78  -0.27
H13 1.39 -1.59 -2.60  0.34
H14 2.80 -0.71 -3.14  0.42
H15 2.72 -1.33 -1.45  -0.12
H16 2.70 -3.65 -2.25  0.22
H17 2.67 -2.36 -4.99  0.27
H18 2.23 -4.05 -4.57  0.30
N1 -1.68 0.13 1.59  0.47
C13 -0.85 -0.94 1.83  -0.90
C14 -0.20 -1.21 0.66  -0.34
C15 -0.89 -0.52 -0.38  -0.09
C16 -1.75 0.36 0.24  -0.85
H19 -2.07 0.69 2.33  -0.08
H20 -0.57 -1.16 2.85  0.32
H21 0.60 -1.90 0.42  0.36
H22 -0.60 -0.57 -1.42  0.44
H23 -2.32 1.22 -0.07  0.43
N2 -3.50 4.53 -0.61  -0.02
C17 -2.42 3.67 -0.72  -0.64
C18 -2.34 3.22 -2.01  -0.09
C19 -3.46 3.72 -2.70  -0.77
C20 -4.16 4.48 -1.80  -0.60
H24 -3.73 5.11 0.17  0.19
H25 -1.72 3.57 0.10  0.60
H26 -1.58 2.54 -2.36  0.57
H27 -3.68 3.56 -3.74  0.44
H28 -5.12 4.96 -1.90  0.40
N3 4.52 -3.66 2.27  0.00
C21 5.88 -3.43 2.32  -0.47
C22 6.15 -2.45 1.40  -1.15
C23 4.92 -2.04 0.82  0.29
C24 3.95 -2.85 1.33  -0.54
H29 4.00 -4.29 2.84  0.19
H30 6.48 -3.94 3.05  0.39
H31 7.12 -2.02 1.23  0.39
H32 4.85 -1.20 0.14  0.54
H33 2.91 -3.00 1.10  0.37
N4 -1.25 1.25 5.62  0.01
C25 -2.10 1.14 4.52  -0.96
C26 -2.08 2.37 3.91  0.20
C27 -1.31 3.28 4.65  -0.85
C28 -0.79 2.53 5.66  -0.44
H34 -1.06 0.50 6.25  0.19
H35 -2.68 0.28 4.24  0.57
H36 -2.72 2.55 3.04  0.55
H37 -1.25 4.34 4.51  0.43
H38 -0.13 2.79 6.48  0.43



The following is a DFT calculation (the ωB97M-V functional and the def2-TZVPD basis) of a 8-piece molecular cluster, C28H38N6O8S2 overall at a distorted geometry.

Summary:
Structure (SMILES) = O=S1(=O)OCCO1.O=S1(=O)OCCO1.c1cc[nH]c1.c1cc[nH]c1.c1cc[nH]c1.c1cc[nH]c1.c1cc[nH]c1.c1cc[nH]c1
E_tot = -2816.35301 hartree
HOMO = -8.035 eV
Energy above the lowest of the compared OMol25 structures with the same formula, charge and spin = 0.00 kcal/mol
F_max = 5.4 eV/A

Each line ends with the Mulliken charge.
Geometry (Å):
C1 1.16 0.39 -6.26  -0.57
C2 0.16 0.85 -5.13  -0.16
O1 0.61 0.26 -3.95  -0.21
S1 1.95 -0.83 -4.18  1.24
O2 1.83 -2.23 -3.86  -0.52
O3 3.10 -0.04 -3.75  -0.56
O4 1.85 -0.77 -5.81  -0.39
H1 1.93 1.14 -6.41  0.34
H2 0.81 0.44 -7.29  0.40
H3 -0.92 0.67 -5.15  0.26
H4 0.24 1.94 -5.15  0.22
C3 -2.02 1.60 3.53  0.51
C4 -2.18 2.99 3.04  -0.28
O5 -3.11 3.65 3.84  -0.37
S2 -3.75 2.71 5.02  1.04
O6 -4.90 1.91 4.54  -0.50
O7 -3.75 3.34 6.33  -0.53
O8 -2.37 1.78 4.89  -0.47
H5 -0.94 1.43 3.56  0.19
H6 -2.61 0.80 3.08  -0.29
H7 -2.62 2.92 2.05  0.27
H8 -1.26 3.58 3.12  0.35
N1 1.25 0.50 -0.35  0.79
C5 0.10 0.80 0.37  -1.42
C6 -0.52 -0.39 0.61  0.78
C7 0.26 -1.44 0.11  -1.64
C8 1.27 -0.87 -0.63  -0.62
H9 2.03 1.10 -0.56  -0.08
H10 -0.05 1.83 0.64  0.66
H11 -1.39 -0.46 1.25  0.31
H12 -0.02 -2.47 0.29  0.68
H13 2.07 -1.34 -1.18  0.57
N2 2.38 5.08 -1.45  0.02
C9 3.16 3.99 -1.71  -0.76
C10 3.55 3.40 -0.51  -0.21
C11 2.92 4.23 0.49  -0.39
C12 2.19 5.25 -0.06  -0.71
H14 1.97 5.63 -2.19  0.20
H15 3.37 3.60 -2.70  0.45
H16 4.08 2.51 -0.21  0.54
H17 3.02 4.04 1.55  0.44
H18 1.77 6.18 0.30  0.41
N3 -3.71 -2.16 0.93  0.13
C13 -4.15 -2.06 2.20  -0.84
C14 -4.62 -0.74 2.44  -0.50
C15 -4.53 -0.05 1.19  -0.50
C16 -3.98 -0.95 0.34  -0.53
H19 -3.26 -2.92 0.44  0.30
H20 -4.05 -2.92 2.84  0.57
H21 -4.92 -0.33 3.40  0.54
H22 -4.80 0.97 0.93  0.52
H23 -3.60 -0.83 -0.66  0.41
N4 -1.81 -1.55 -2.54  0.64
C17 -1.49 -2.66 -3.27  -0.82
C18 -2.18 -2.58 -4.48  -0.31
C19 -3.01 -1.44 -4.39  -1.00
C20 -2.57 -0.79 -3.25  -0.39
H24 -1.31 -1.31 -1.70  -0.05
H25 -0.74 -3.37 -2.96  0.44
H26 -2.19 -3.14 -5.41  0.39
H27 -3.56 -1.04 -5.23  0.42
H28 -2.85 0.19 -2.88  0.49
N5 4.65 -0.10 2.37  0.02
C21 5.85 -0.21 1.81  -0.37
C22 5.74 -0.14 0.45  -1.25
C23 4.36 -0.03 0.18  -0.05
C24 3.67 0.01 1.40  -0.46
H29 4.44 -0.26 3.35  0.23
H30 6.70 -0.22 2.48  0.39
H31 6.59 -0.11 -0.21  0.39
H32 4.02 0.23 -0.81  0.65
H33 2.68 0.14 1.81  0.50
N6 0.15 -2.97 3.48  0.04
C25 -1.13 -3.59 3.62  -0.54
C26 -1.13 -4.68 2.74  -0.35
C27 0.12 -4.77 2.10  -0.59
C28 0.92 -3.79 2.66  -0.51
H34 0.52 -2.10 3.85  0.22
H35 -1.83 -2.94 4.13  0.43
H36 -1.99 -5.28 2.48  0.45
H37 0.43 -5.60 1.48  0.46
H38 1.98 -3.57 2.58  0.43



The following is a DFT calculation (the ωB97M-V functional and the def2-TZVPD basis) of C28H39AsN4Sr as an isolated structure at a distorted geometry.

Summary:
E_tot = -3575.29234 hartree
HOMO = -13.556 eV
Charge = +2
F_max = 8.1 eV/A

Each line ends with the Mulliken charge.
Geometry (Å):
Sr1 0.61 0.88 2.08  1.98
C1 2.29 2.38 1.67  -0.28
C2 2.74 1.42 0.46  -0.74
N1 1.92 0.14 0.38  -0.90
C3 2.63 -1.00 1.04  -0.45
C4 1.67 -2.18 1.37  -0.75
N2 0.26 -1.74 1.25  -0.11
C5 -0.78 -2.67 1.75  -1.11
C6 -2.11 -1.95 1.98  0.87
C7 -2.59 -0.95 0.91  -1.64
N3 -1.74 0.27 0.86  0.28
C8 -2.34 1.43 0.15  -1.07
C9 -1.37 2.65 0.20  -0.86
N4 0.02 2.17 0.44  -0.66
C10 0.92 3.10 1.23  -1.10
H1 3.08 3.12 1.82  0.66
H2 2.26 1.83 2.64  -0.09
H3 3.80 1.20 0.53  0.50
H4 2.64 2.00 -0.45  0.49
H5 1.74 -0.05 -0.60  0.21
H6 3.08 -0.60 1.96  0.16
H7 3.45 -1.33 0.41  0.51
H8 1.84 -2.50 2.40  0.19
H9 1.91 -3.03 0.72  0.50
H10 0.08 -1.67 0.25  0.36
H11 -0.44 -3.09 2.70  0.35
H12 -0.90 -3.51 1.06  0.43
H13 -2.07 -1.40 2.91  -0.70
H14 -2.89 -2.71 2.09  0.61
H15 -3.60 -0.63 1.16  0.51
H16 -2.64 -1.42 -0.08  0.39
H17 -0.95 0.02 0.27  0.41
H18 -3.28 1.69 0.64  0.45
H19 -2.58 1.18 -0.89  0.45
H20 -1.64 3.31 1.03  0.35
H21 -1.44 3.25 -0.70  0.40
H22 0.50 1.90 -0.42  0.14
H23 0.37 3.51 2.10  0.48
H24 1.21 3.96 0.64  0.49
C11 0.52 -4.66 6.40  -0.63
C12 1.61 -3.80 6.28  -0.79
C13 1.44 -2.53 5.74  -0.14
C14 0.18 -2.11 5.33  0.09
C15 -0.91 -2.97 5.46  -0.34
C16 -0.74 -4.24 6.00  -0.75
As1 -0.12 -0.43 4.51  2.12
C17 -1.74 0.13 5.35  -0.16
C18 -2.72 0.72 4.56  -0.25
C19 -3.89 1.21 5.14  -0.79
C20 -4.07 1.09 6.51  -0.60
C21 -3.09 0.51 7.30  -0.75
C22 -1.92 0.03 6.72  -0.31
C23 1.17 0.86 5.14  0.46
C24 0.80 2.09 5.67  -0.76
C25 1.75 3.09 5.85  -0.88
C26 3.07 2.89 5.48  -0.65
C27 3.46 1.66 4.95  -0.88
C28 2.51 0.67 4.77  -0.21
H25 0.65 -5.65 6.81  0.42
H26 2.59 -4.12 6.61  0.46
H27 2.30 -1.88 5.69  0.42
H28 -1.91 -2.66 5.18  0.43
H29 -1.59 -4.89 6.11  0.44
H30 -2.60 0.82 3.49  0.33
H31 -4.65 1.67 4.53  0.45
H32 -4.98 1.46 6.97  0.42
H33 -3.23 0.43 8.37  0.44
H34 -1.16 -0.41 7.36  0.50
H35 -0.23 2.28 5.97  0.46
H36 1.45 4.04 6.28  0.48
H37 3.80 3.68 5.62  0.44
H38 4.49 1.49 4.68  0.49
H39 2.83 -0.28 4.34  0.32



Look up the HOMO of the third one.
-13.556 eV



Number 2 is which compound?
C28H38N6O8S2



Which value of HOMO does entry 2 give?
-8.035 eV